Computed, not measured: a structure of composition C5H11AuO3 at a distorted geometry, with the ωB97M-V functional and the def2-TZVPD basis.

Geometry as XYZ:
```
20
Properties=species:S:1:pos:R:3:forces:R:3
C -1.429 0.044 1.149 0.17 1.73 -0.81
O -0.899 0.298 -0.173 -1.31 -1.36 2.22
C 0.459 0.621 -0.253 1.88 0.50 -0.70
C 1.376 -0.407 0.400 0.34 0.84 0.38
O 0.985 -1.731 0.059 2.38 0.52 -0.13
C 1.388 -2.181 -1.225 0.12 -0.53 -1.37
H -2.528 0.116 1.101 0.69 -0.23 0.19
H -0.886 0.540 1.977 -0.36 -0.27 -0.55
H 0.715 1.596 0.202 -0.44 -0.27 -0.13
H 0.666 0.703 -1.329 -0.09 0.01 0.33
H 1.330 -0.350 1.495 -0.01 -0.05 -0.22
H 2.418 -0.209 0.110 -0.29 -0.20 -0.01
H 0.901 -1.590 -2.014 0.13 -0.19 0.21
H 2.481 -2.099 -1.310 -0.33 0.01 0.16
H 1.098 -3.233 -1.318 0.03 0.30 0.10
Au -0.800 -2.046 0.882 -2.33 -2.38 0.58
O -1.592 2.958 -1.017 0.00 -1.76 2.04
C -1.788 2.381 0.055 -0.94 4.08 -1.89
H -2.821 2.066 0.317 0.46 -0.37 -0.14
H -1.072 2.524 0.893 -0.10 -0.40 -0.24
```
Positions in Å, forces in eV/Å.

Results
Relative energy (zero: lowest compared OMol25 entry of this formula, charge and spin), eV: 0.3042
Expectation value of S²: 3.759
HOMO-LUMO gap (alpha / beta), eV: 8.19 / 5.07
DFT total energy, a.u.: -557.927926
Spin multiplicity: 4
Net charge: +1

Charges obtained by Löwdin population analysis, quoted in units of e: -0.203, -0.205, -0.187, -0.166, -0.444, -0.039, 0.094, 0.108, 0.152, 0.155, 0.136, 0.158, 0.111, 0.122, 0.108, 1.036, 0.027, -0.172, 0.108, 0.099

---

Computed, not measured: a structure of composition C5H11BaO4 at a distorted geometry, with the ωB97M-V functional and the def2-TZVPD basis.

Geometry as XYZ:
```
21
Properties=species:S:1:pos:R:3:forces:R:3
C 0.099 -3.109 0.412 0.04 -0.68 -0.15
O 0.608 -2.258 1.378 1.27 -6.60 -0.79
C 0.290 -2.531 -0.988 0.24 -0.05 -0.21
O -0.179 -1.173 -0.925 -0.24 -0.35 -0.82
C 0.303 -0.273 -1.834 -0.02 -0.02 -0.18
C 0.121 1.137 -1.383 0.07 0.51 0.05
O 0.391 1.248 -0.013 0.45 2.17 -3.40
Ba 0.169 -0.303 1.453 -1.15 3.46 4.19
H -0.987 -3.297 0.560 0.21 0.03 0.00
H 0.587 -4.104 0.417 -0.19 0.15 -0.02
H -0.276 -3.078 -1.756 0.12 0.04 0.16
H 1.356 -2.510 -1.257 -0.24 -0.01 0.06
H 0.340 -0.585 -2.881 0.07 0.05 0.23
H -0.924 1.474 -1.583 0.19 -0.04 -0.09
H 0.785 1.788 -1.983 -0.21 -0.16 -0.07
O -0.432 1.865 2.584 0.82 -0.43 0.72
H -1.064 1.873 3.304 -0.69 1.03 0.26
C -0.276 3.087 1.231 -0.47 0.94 -0.12
H -1.364 3.285 1.328 0.41 -0.63 0.64
H 0.790 3.380 1.146 -0.28 -1.34 1.27
H -0.337 4.083 0.792 -0.41 1.94 -1.73
```
Positions in Å, forces in eV/Å.

Results
Relative energy (zero: lowest compared OMol25 entry of this formula, charge and spin), eV: 7.4683
Expectation value of S²: 1.753
HOMO-LUMO gap (alpha / beta), eV: 7.62 / 6.21
DFT total energy, a.u.: -523.170614
Spin multiplicity: 2

Charges obtained by Löwdin population analysis, quoted in units of e: -0.382, -0.774, -0.186, -0.296, -0.117, -0.350, -0.683, 2.209, 0.109, 0.113, 0.129, 0.130, 0.116, 0.114, 0.111, -0.450, 0.000, -0.054, 0.104, 0.105, 0.052